Entry 1:
Density functional theory data (ωB97M-V/def2-TZVPD) for a cluster of 2 separate species, C2H5N3O in total at a distorted geometry.

The frontier orbital gap is 10.87 eV. The value obtained for the LUMO energy is 0.0280 Ha. Its net charge is 0. The spin multiplicity is 1.

Element x y z (Å)
1 H 0.25 -1.84 -0.59
2 N 0.44 -0.86 -0.49
3 C 1.58 -0.56 -0.04
4 O 2.09 0.64 0.13
5 H 2.40 -1.42 0.19
6 H 1.49 1.29 0.00
7 N -0.34 1.91 0.14
8 C -1.11 1.07 0.00
9 N -2.11 0.23 0.00
10 H -2.81 0.30 0.73
11 H -1.87 -0.75 -0.07


Entry 2:
Density functional theory data (ωB97M-V/def2-TZVPD) for an isolated molecule of C2H5N3O.

The frontier orbital gap is 10.64 eV. The value obtained for the LUMO energy is 0.0286 Ha. Its net charge is 0. The spin multiplicity is 1.

Element x y z (Å)
1 H -1.61 -1.82 1.96
2 N -0.68 -1.77 1.56
3 C -0.62 -0.84 0.70
4 N 0.58 -0.56 0.04
5 C 0.85 0.76 -0.36
6 N -0.05 1.22 -1.29
7 O 1.76 1.42 0.10
8 H -1.43 -0.16 0.40
9 H 1.37 -0.99 0.51
10 H 0.14 2.16 -1.61
11 H -0.33 0.57 -2.00


Entry 3:
Density functional theory data (ωB97M-V/def2-TZVPD) for an isolated molecule of C2H5N3O at a distorted geometry.

The frontier orbital gap is 10.43 eV. The value obtained for the LUMO energy is 0.0222 Ha. Its net charge is 0. The spin multiplicity is 1.

Element x y z (Å)
1 H -0.50 2.55 0.77
2 N -0.87 2.45 -0.17
3 C -0.58 1.32 -0.70
4 N -0.02 0.26 0.03
5 C 0.35 -1.04 -0.36
6 N 0.83 -1.78 0.71
7 O 0.30 -1.45 -1.49
8 H -0.47 1.79 -1.67
9 H 0.23 0.53 0.98
10 H 1.00 -2.75 0.47
11 H 0.45 -1.63 1.63


Entry 4:
Density functional theory data (ωB97M-V/def2-TZVPD) for an isolated molecule of C2H5N3O at a distorted geometry.

The frontier orbital gap is 9.67 eV. The value obtained for the LUMO energy is 0.0327 Ha. Its net charge is 0. The spin multiplicity is 1.

Element x y z (Å)
1 N -0.44 1.06 1.98
2 C -0.37 0.90 0.66
3 N 0.41 -0.08 0.22
4 C 0.49 -0.37 -1.17
5 N -0.18 -1.50 -1.49
6 O 1.21 0.24 -1.93
7 H -0.75 1.94 2.36
8 H -0.15 0.32 2.60
9 H 0.52 1.38 -0.02
10 H -0.04 -1.89 -2.41
11 H -0.71 -2.00 -0.80


Entry 5:
Density functional theory data (ωB97M-V/def2-TZVPD) for a structure of composition C2H5N3O at a distorted geometry.

The frontier orbital gap is 10.11 eV. The value obtained for the LUMO energy is 0.0227 Ha. Its net charge is 0. The spin multiplicity is 1.

Element x y z (Å)
1 N 1.40 1.65 0.62
2 C 0.59 0.60 0.26
3 O -0.61 0.83 0.37
4 N 0.53 -0.92 -0.39
5 C -0.88 -0.86 -0.49
6 N -1.41 -1.81 0.18
7 H 0.94 2.56 0.76
8 H 2.40 1.64 0.70
9 H 0.66 -1.50 0.43
10 H -1.32 -0.35 -1.35
11 H -2.22 -2.14 -0.30


Entry 6:
Density functional theory data (ωB97M-V/def2-TZVPD) for a cluster of 3 separate species, C2H5N3O2 in total at a distorted geometry.

The frontier orbital gap is 8.45 eV. The value obtained for the LUMO energy is -0.0255 Ha. Its net charge is 0. The spin multiplicity is 1.

Element x y z (Å)
1 C 0.37 0.86 0.80
2 C -1.91 -0.52 -0.16
3 H 1.95 -1.97 -0.45
4 H 3.08 0.40 -0.56
5 H 0.87 1.25 1.72
6 H -0.84 0.23 -1.33
7 H -2.50 -0.95 -0.97
8 N 2.16 -0.54 0.14
9 N 0.81 0.06 0.02
10 N -1.40 0.62 -0.56
11 O -0.81 1.48 0.31
12 O -1.78 -0.92 1.03


Entry 7:
Density functional theory data (ωB97M-V/def2-TZVPD) for a cluster of 2 separate species, C2H5N3O2 in total at a distorted geometry.

The frontier orbital gap (spin up / spin down) is 9.29 / 9.29 eV. The value obtained for the LUMO energy (spin up / spin down) is -0.4061 / -0.4061 Ha. Its net charge is +2. The spin multiplicity is 1.

Element x y z (Å)
1 C -1.52 -0.30 -0.04
2 C 0.71 0.66 -0.03
3 N 2.89 -1.17 -0.11
4 N -0.18 -0.38 0.08
5 N -2.28 0.79 -0.02
6 O 0.85 1.79 -0.14
7 O 2.48 -0.08 0.20
8 H -1.95 -1.31 0.20
9 H 3.84 -1.19 -0.25
10 H 0.23 -1.27 0.35
11 H -3.25 0.76 0.04
12 H -1.83 1.70 -0.27


Entry 8:
Density functional theory data (ωB97M-V/def2-TZVPD) for an isolated molecule of C2H5N3O3 at a distorted geometry.

The frontier orbital gap is 10.52 eV. The value obtained for the LUMO energy is 0.0130 Ha. Its net charge is 0. The spin multiplicity is 1.

Element x y z (Å)
1 C 1.35 -1.71 -0.10
2 O -0.03 -1.42 -0.24
3 C -0.40 -0.16 -0.13
4 N -1.52 0.13 -0.77
5 N 0.36 0.80 0.34
6 N -0.11 2.01 0.80
7 O -1.31 2.17 0.77
8 O 0.68 2.81 1.25
9 H 1.70 -0.83 0.59
10 H 1.49 -2.74 0.30
11 H 1.84 -1.61 -0.99
12 H -1.91 1.01 -0.52
13 H -2.12 -0.46 -1.28


Entry 9:
Density functional theory data (ωB97M-V/def2-TZVPD) for an isolated molecule of C2H5N3O3 at a distorted geometry.

The frontier orbital gap is 10.11 eV. The value obtained for the LUMO energy is 0.0043 Ha. Its net charge is 0. The spin multiplicity is 1.

Element x y z (Å)
1 C -0.75 1.11 0.82
2 N -0.43 -0.10 0.17
3 N 0.62 -0.22 -0.51
4 O 1.54 0.61 -0.75
5 C 0.81 -1.57 -1.09
6 N -0.24 -1.41 -2.56
7 O -1.24 -0.82 -2.38
8 O 0.25 -1.98 -3.45
9 H 0.18 1.38 1.31
10 H -1.65 0.91 1.40
11 H -1.27 1.83 0.03
12 H 0.23 -2.44 -0.61
13 H 1.86 -1.53 -1.42


Entry 10:
Density functional theory data (ωB97M-V/def2-TZVPD) for an isolated molecule of C2H5N3OS at a distorted geometry.

The frontier orbital gap is 9.90 eV. The value obtained for the LUMO energy is 0.0210 Ha. Its net charge is 0. The spin multiplicity is 1.

Element x y z (Å)
1 H 2.16 1.87 0.06
2 N 2.84 1.11 0.50
3 C 2.50 -0.16 0.24
4 N 1.31 -0.83 -0.24
5 S -0.07 0.00 -0.75
6 C -1.09 -0.55 0.62
7 N -2.30 -0.23 0.79
8 O -2.85 0.61 -0.28
9 H 3.24 -1.05 0.38
10 H 1.48 -1.80 -0.55
11 H -0.66 -1.14 1.36
12 H -3.58 1.15 0.43


Entry 11:
Density functional theory data (ωB97M-V/def2-TZVPD) for a cluster of 2 separate species, C2H5N3OS in total at a distorted geometry.

The frontier orbital gap is 10.09 eV. The value obtained for the LUMO energy is 0.0138 Ha. Its net charge is 0. The spin multiplicity is 1.

Element x y z (Å)
1 H 1.44 1.51 1.14
2 N 0.87 0.76 0.78
3 C 1.48 -0.23 0.20
4 O 0.84 -1.22 -0.35
5 S 3.18 -0.36 -0.14
6 H -0.12 -1.10 0.10
7 H 3.29 0.93 -0.41
8 N -3.13 -1.42 0.72
9 C -2.53 -0.59 0.20
10 N -1.76 0.24 -0.55
11 H -1.62 1.12 -0.12
12 H -1.93 0.35 -1.58


Entry 12:
Density functional theory data (ωB97M-V/def2-TZVPD) for an isolated molecule of C2H5N3OS at a distorted geometry.

The frontier orbital gap is 10.05 eV. The value obtained for the LUMO energy is 0.0208 Ha. Its net charge is 0. The spin multiplicity is 1.

Element x y z (Å)
1 H 1.45 -1.91 -0.73
2 N 0.39 -1.74 -0.59
3 C 0.19 -0.64 -0.01
4 C -1.26 -0.53 0.22
5 N -2.11 0.35 -0.07
6 S -1.55 1.96 -0.61
7 N 1.13 0.28 0.47
8 O 2.44 -0.04 -0.01
9 H -1.66 -1.45 0.70
10 H -2.72 2.41 -0.38
11 H 0.79 1.26 0.15
12 H 2.92 0.06 0.86


Entry 13:
Density functional theory data (ωB97M-V/def2-TZVPD) for a structure of composition C2H5N3OS at a distorted geometry.

The frontier orbital gap is 8.54 eV. The value obtained for the LUMO energy is 0.0133 Ha. Its net charge is 0. The spin multiplicity is 1.

Element x y z (Å)
1 C 1.04 -0.09 -0.14
2 C -1.42 -0.77 0.00
3 H 2.93 0.81 -0.39
4 H 1.38 1.87 -0.49
5 H -0.61 1.63 1.12
6 H -2.58 -0.26 0.60
7 H -2.16 -2.39 -0.12
8 N 1.85 0.99 -0.36
9 N -0.31 0.12 -0.08
10 N -1.20 -1.96 -0.42
11 O -0.78 1.50 0.10
12 S 1.85 -1.45 0.19


Entry 14:
Density functional theory data (ωB97M-V/def2-TZVPD) for a cluster of 2 separate species, C2H5N3OS in total at a distorted geometry.

The frontier orbital gap is 8.81 eV. The value obtained for the LUMO energy is -0.0014 Ha. Its net charge is 0. The spin multiplicity is 1.

Element x y z (Å)
1 C -0.28 0.92 -0.16
2 C 1.60 -1.07 -0.10
3 H -3.96 0.24 0.22
4 H 0.46 1.67 -0.01
5 H -0.21 -1.28 -0.23
6 H 1.29 -2.23 0.14
7 H 3.75 1.10 0.88
8 N -1.58 1.13 -0.01
9 N 0.37 -0.39 -0.45
10 N 2.86 -0.59 0.24
11 O 2.76 0.84 0.00
12 S -2.68 -0.40 0.14


Entry 15:
Density functional theory data (ωB97M-V/def2-TZVPD) for a structure of composition C2H5N3OS at a distorted geometry.

The frontier orbital gap is 9.00 eV. The value obtained for the LUMO energy is -0.0002 Ha. Its net charge is 0. The spin multiplicity is 1.

Element x y z (Å)
1 C -0.46 -0.13 -0.61
2 C -1.11 1.09 -0.24
3 H 1.51 -2.40 1.30
4 H 1.66 0.89 0.10
5 H -2.20 -0.92 -1.16
6 H -2.01 1.29 -0.77
7 H -1.28 2.66 2.43
8 N 0.82 -0.33 -0.08
9 N -1.07 -1.05 -1.25
10 N -0.65 1.50 0.95
11 O -1.44 2.41 1.43
12 S 1.84 -1.72 -0.35


Entry 16:
Density functional theory data (ωB97M-V/def2-TZVPD) for an isolated molecule of C2H5N3S at a distorted geometry.

The frontier orbital gap is 8.72 eV. The value obtained for the LUMO energy is 0.0081 Ha. Its net charge is 0. The spin multiplicity is 1.

Element x y z (Å)
1 H 1.91 1.60 -2.55
2 N 1.78 0.80 -1.92
3 N 1.11 1.11 -0.90
4 N 0.93 0.67 0.22
5 C 0.02 0.33 1.09
6 C -1.22 -0.29 0.57
7 S -1.17 -2.11 0.09
8 H 0.11 0.34 2.08
9 H -1.95 -0.27 1.27
10 H -1.64 0.16 -0.34
11 H 0.12 -2.33 0.41


Entry 17:
Density functional theory data (ωB97M-V/def2-TZVPD) for a structure of composition C2H5N3S at a distorted geometry.

The frontier orbital gap is 8.89 eV. The value obtained for the LUMO energy is 0.0067 Ha. Its net charge is 0. The spin multiplicity is 1.

Element x y z (Å)
1 C 0.69 0.33 -1.26
2 C 0.71 -0.88 -0.37
3 H 1.84 0.63 0.77
4 H 0.98 2.68 0.91
5 H 0.44 0.06 -2.36
6 H 1.71 -1.39 -0.16
7 H -1.04 0.45 0.03
8 N 1.13 1.49 0.41
9 N 0.88 1.59 -0.88
10 N -0.17 -1.51 0.36
11 S -1.57 -0.63 0.71


Entry 18:
Density functional theory data (ωB97M-V/def2-TZVPD) for an isolated molecule of C2H5N3S at a distorted geometry.

The frontier orbital gap is 9.23 eV. The value obtained for the LUMO energy is 0.0121 Ha. Its net charge is 0. The spin multiplicity is 1.

Element x y z (Å)
1 H 2.75 -0.06 0.75
2 N 2.47 -0.65 -0.02
3 C 1.29 -0.38 -0.42
4 N 0.45 0.63 0.07
5 N -0.88 0.61 -0.27
6 C -1.76 -0.27 0.25
7 S -3.35 -0.32 -0.11
8 H 0.84 -0.94 -1.25
9 H 0.65 1.07 0.95
10 H -1.19 1.30 -0.94
11 H -1.27 -0.98 0.98


Entry 19:
Density functional theory data (ωB97M-V/def2-TZVPD) for an isolated molecule of C2H5N3S2 at a distorted geometry.

The frontier orbital gap is 8.79 eV. The value obtained for the LUMO energy is 0.0086 Ha. Its net charge is 0. The spin multiplicity is 1.

Element x y z (Å)
1 C -2.34 -1.06 -0.33
2 N -1.25 -0.44 -0.14
3 S 0.13 -1.26 0.54
4 C 1.59 -0.41 0.03
5 S 3.00 -1.26 -0.09
6 N 1.49 0.89 -0.24
7 N 0.56 1.75 0.35
8 H -3.13 -0.46 -0.74
9 H -2.51 -2.11 -0.05
10 H 2.36 1.34 -0.58
11 H -0.32 1.52 -0.09
12 H 0.43 1.51 1.33


Entry 20:
Density functional theory data (ωB97M-V/def2-TZVPD) for an isolated molecule of C2H5N3S2 at a distorted geometry.

The frontier orbital gap is 8.57 eV. The value obtained for the LUMO energy is -0.0180 Ha. Its net charge is 0. The spin multiplicity is 1.

Element x y z (Å)
1 H -1.55 -0.18 -1.25
2 N -1.34 -0.07 -0.25
3 C -0.16 0.31 0.02
4 N 0.16 0.69 1.28
5 N -0.79 0.61 2.35
6 S 1.19 0.61 -1.11
7 C 1.30 -0.82 -2.05
8 S 2.25 -1.11 -3.32
9 H 1.07 0.36 1.52
10 H -1.40 1.42 2.38
11 H -1.34 -0.20 2.07
12 H 0.61 -1.64 -1.64